{
  "formula": "C4H8NOS",
  "method": "wB97M-V/def2-TZVPD",
  "elements": ["C", "N", "C", "C", "S", "C", "O", "H", "H", "H", "H", "H", "H", "H", "H"],
  "positions_angstrom": [[0.162808, 1.725510, -0.475050], [-0.043222, 0.812594, 0.419907], [0.347463, 1.010528, 1.756845], [-0.494596, -0.482059, 0.389322], [-0.860604, -1.485303, -0.905860], [0.284688, -1.849770, -2.044250], [-1.678045, -2.539311, -0.354058], [0.663703, 2.571712, -0.063927], [-0.065236, 1.432806, -1.499300], [0.489683, 2.074271, 2.076038], [1.220599, 0.419819, 1.926812], [-0.427425, 0.752946, 2.482135], [-1.100288, -0.624258, 1.237773], [1.184787, -1.274034, -2.072331], [0.315685, -2.545451, -2.874055]],
  "forces_ev_per_angstrom": [[-0.1318, -1.9936, 0.3929], [-0.0200, 0.9245, -1.7788], [0.3172, 2.5397, 3.4415], [-0.2680, -0.0072, -1.9456], [2.1760, -1.9727, -0.0608], [-0.5201, 0.6985, 1.1762], [-0.7490, 0.2395, -0.8870], [0.0841, 0.8251, -0.5948], [0.1004, 0.7581, 0.1135], [0.3625, -0.6572, -1.0143], [0.5768, -0.2318, 0.3925], [-0.0729, -0.5973, -0.3877], [-0.7342, -1.2524, 0.5350], [0.1606, 1.0146, 0.3529], [-1.2815, -0.2879, 0.2644]],
  "homo_energy_ev": [-13.3, -13.3],
  "smiles": "C=[N+](C)C=S(=C)=O",
  "e_tot_ev": -18637.699,
  "max_force_ev_per_a": 4.289,
  "relative_energy_kj_mol": 535.3,
  "total_charge": 1
}